{"formula": "C6H14BCdINO6PSi", "method": "ωB97M-V/def2-TZVPD", "e_above_lowest_kj_mol": 0.0, "charge": 2, "elements": ["C", "N", "C", "C", "O", "C", "Si", "C", "C", "O", "I", "B", "O", "O", "P", "O", "O", "H", "H", "H", "H", "H", "H", "H", "H", "H", "H", "H", "H", "H", "H", "Cd"], "coordinates": [[3.274586, 0.651839, 0.309886], [2.542473, -0.362855, -0.461393], [3.308027, -1.645613, -0.378727], [1.234469, -0.575019, -0.122112], [0.619884, -1.598838, -0.357179], [0.412142, 0.488035, 0.580577], [-1.396626, 0.100307, 0.277142], [-2.126692, -0.974035, 1.614762], [-1.268761, -2.219908, 1.807373], [-0.203200, -2.153082, 2.320803], [-2.110193, -4.003815, 1.096876], [-1.930987, -0.482684, -1.701164], [-3.227393, -0.248530, -2.045329], [-1.016133, -1.143660, -2.415989], [-2.390415, 2.236657, 0.647253], [-3.653549, 2.413412, -0.261687], [-1.266165, 3.305024, 0.114481], [2.772177, 1.625227, 0.343989], [3.486806, 0.333610, 1.336672], [4.232394, 0.826759, -0.180817], [2.963698, -2.333177, -1.146645], [3.190148, -2.087032, 0.613746], [4.360927, -1.423586, -0.545467], [0.621195, 0.465132, 1.660971], [0.649275, 1.542769, 0.285040], [-2.061908, -0.430933, 2.568306], [-3.180833, -1.180596, 1.415336], [-3.459925, 0.440307, -2.675428], [-0.957381, -0.958823, -3.364550], [-3.608999, 2.805831, -1.149671], [-0.764389, 3.622246, 0.887741], [0.933658, 2.812989, -1.097772]], "forces_ev_per_a": [[0.40, 0.25, -0.20], [0.13, -0.35, 1.42], [0.18, 0.05, -0.73], [-0.53, 0.11, -0.34], [0.02, -0.06, 0.12], [-0.16, 0.72, 0.55], [0.64, -1.80, -0.32], [-0.28, 0.48, 0.33], [-0.13, 0.15, -0.02], [0.24, 0.01, 0.19], [-0.06, -0.17, -0.12], [-0.62, -0.06, -0.50], [0.37, 0.58, 0.36], [0.59, 0.97, 0.12], [-0.36, 0.22, 0.20], [0.46, -0.05, -0.25], [0.12, -0.15, 0.23], [-0.04, -0.12, 0.04], [-0.15, 0.01, -0.05], [-0.08, -0.03, 0.01], [-0.02, 0.00, 0.13], [-0.07, 0.00, -0.10], [-0.09, -0.01, -0.07], [0.07, -0.07, -0.12], [0.03, -0.75, 0.78], [-0.01, -0.06, -0.08], [0.13, -0.13, -0.04], [-0.22, -0.32, -0.26], [-0.40, -0.58, -0.09], [-0.23, 0.15, 0.09], [-0.17, 0.29, -0.11], [0.24, 0.73, -1.16]]}

{"formula": "C4H11Cl2N2O2", "method": "ωB97M-V/def2-TZVPD", "e_above_lowest_kj_mol": 168.2, "charge": 1, "smiles": "C[C@](N)(C(Cl)Cl)C([NH3+])(O)O", "elements": ["C", "C", "C", "C", "N", "N", "O", "O", "Cl", "Cl", "H", "H", "H", "H", "H", "H", "H", "H", "H", "H", "H"], "coordinates": [[-0.360527, 0.751009, 1.557957], [-1.800669, -0.172782, -0.488928], [-0.480741, 0.402974, 0.014886], [0.858854, -0.325721, -0.458609], [-0.364407, 1.704048, -0.563431], [0.949039, -1.610623, 0.426270], [0.666908, -0.699913, -1.744677], [1.937615, 0.489219, -0.223006], [-3.161799, 0.839672, -0.013050], [-2.096460, -1.838357, 0.116958], [0.569747, 1.113016, 1.883696], [-0.843038, -0.064132, 2.117181], [-1.030084, 1.733803, 1.760422], [-1.626321, -0.439933, -1.623159], [0.525403, 2.174404, -0.540922], [-0.574231, 1.744718, -1.570238], [0.656795, -1.393207, 1.346312], [0.263551, -2.391704, 0.012361], [1.858549, -2.060824, 0.447028], [1.232325, -0.114136, -2.224856], [2.819486, 0.158469, -0.232203]], "forces_ev_per_a": [[-4.32, 0.92, -0.61], [0.79, -1.34, -1.70], [2.57, 2.45, 1.99], [-1.86, -0.56, 1.66], [-0.80, 1.44, -2.74], [-0.86, -2.45, -3.00], [0.55, -1.03, -0.04], [-1.73, 0.65, 0.22], [0.39, -0.28, -0.61], [0.06, -0.24, 0.39], [1.60, -0.29, 0.23], [0.57, 0.28, 0.47], [1.20, -2.54, -0.65], [-1.00, 1.40, 2.01], [0.33, -0.21, 0.90], [-0.38, -0.27, 0.50], [-0.46, 0.30, 1.39], [1.33, 2.20, 1.09], [0.43, 0.13, 0.00], [0.61, 0.44, -1.26], [0.98, -1.00, -0.25]]}

{"formula": "C32H64InN6O3Si", "method": "ωB97M-V/def2-TZVPD", "e_above_lowest_kj_mol": 311.9, "charge": -1, "elements": ["In", "N", "C", "C", "O", "N", "C", "C", "O", "O", "H", "H", "H", "H", "H", "H", "N", "C", "C", "N", "C", "C", "N", "H", "H", "H", "H", "H", "H", "H", "H", "H", "H", "H", "H", "H", "C", "C", "C", "C", "C", "C", "C", "C", "N", "C", "C", "C", "C", "H", "H", "H", "H", "H", "H", "H", "H", "H", "H", "H", "H", "H", "H", "H", "H", "H", "H", "C", "C", "C", "C", "Si", "C", "C", "C", "C", "C", "C", "C", "C", "H", "H", "H", "H", "H", "H", "H", "H", "H", "H", "H", "H", "H", "H", "H", "H", "H", "H", "H", "H", "H", "H", "H", "H", "H", "H", "H"], "coordinates": [[-0.301557, 0.635487, -0.246897], [0.350586, 2.458638, -2.262748], [1.638583, 3.096989, -2.011436], [2.493486, 2.354660, -1.012051], [3.642037, 2.799919, -0.849892], [1.924732, 1.309909, -0.408622], [2.539585, 0.883649, 0.836989], [1.666085, 1.299734, 1.994414], [2.139856, 1.278153, 3.136180], [0.423841, 1.567722, 1.705920], [0.498255, 1.561501, -2.708429], [-0.198236, 3.020417, -2.895927], [1.463259, 4.082982, -1.577512], [2.233764, 3.249636, -2.913327], [3.533540, 1.289857, 0.995057], [2.585181, -0.211786, 0.901079], [-1.848401, -1.851800, 0.750654], [-1.772339, -2.408162, 2.113545], [-0.983839, -1.515627, 3.069974], [0.386311, -1.252163, 2.657815], [1.389632, -2.209110, 3.121540], [1.668955, -3.337583, 2.126379], [2.053704, -2.892539, 0.780137], [-2.593553, -1.163350, 0.704661], [-2.070716, -2.580553, 0.088529], [-1.301981, -3.390195, 2.063569], [-2.771455, -2.547548, 2.540703], [-1.016379, -1.974051, 4.069557], [-1.496004, -0.550742, 3.119207], [0.638527, -0.326297, 2.976227], [1.092483, -2.654035, 4.086129], [2.314885, -1.652660, 3.285701], [0.773140, -3.954611, 2.019974], [2.461519, -3.976786, 2.520619], [2.916144, -2.363371, 0.827647], [1.349802, -2.229330, 0.473745], [-5.233301, -1.500744, 3.046037], [-5.129287, -0.626251, 1.818569], [-6.189703, -0.568091, 0.904587], [-6.114420, 0.262989, -0.207235], [-7.251860, 0.325688, -1.196077], [-4.983821, 1.047514, -0.409848], [-3.889970, 1.027353, 0.481368], [-4.005686, 0.145319, 1.588746], [-2.744294, 1.786511, 0.410440], [-2.736665, 3.110592, -0.232121], [-1.450372, 3.808850, 0.227700], [-3.915160, 3.965303, 0.259314], [-2.741676, 3.055962, -1.770010], [-6.237076, -1.447122, 3.475068], [-4.515155, -1.196637, 3.811068], [-5.039575, -2.549690, 2.799457], [-7.085536, -1.158225, 1.081610], [-8.134494, -0.187588, -0.812401], [-6.974732, -0.149219, -2.142199], [-7.526623, 1.359631, -1.416791], [-4.954801, 1.678716, -1.287380], [-3.192869, 0.165190, 2.308757], [-1.327815, 3.684081, 1.303530], [-1.483494, 4.875711, -0.018149], [-0.567192, 3.380795, -0.253488], [-3.856878, 4.083720, 1.345658], [-4.882765, 3.524108, 0.018780], [-3.861022, 4.955661, -0.202542], [-1.931604, 2.413099, -2.095366], [-2.586150, 4.059465, -2.186526], [-3.675911, 2.664023, -2.174047], [-2.282493, -2.597574, -2.362440], [-0.905506, -2.746740, -3.058103], [-1.104735, -3.605308, -4.320634], [0.008434, -3.523173, -2.096795], [-0.161371, -0.999510, -3.395919], [-1.194650, -0.164825, -4.816642], [-0.795430, -0.694330, -6.203414], [-2.697513, -0.407866, -4.608601], [-1.022654, 1.359613, -4.825974], [1.713802, -1.059337, -3.808304], [2.046256, -2.198514, -4.788112], [2.216826, 0.254787, -4.430369], [2.515688, -1.268631, -2.507238], [-3.098464, -2.505904, -3.078172], [-2.321541, -1.719064, -1.710202], [-2.487663, -3.491981, -1.757085], [-1.517766, -4.580436, -4.023900], [-0.170295, -3.789842, -4.856920], [-1.811764, -3.155342, -5.020960], [-0.463891, -4.486039, -1.852233], [0.182171, -2.987791, -1.159291], [0.984871, -3.745240, -2.533184], [-0.917236, -1.775464, -6.293492], [0.241314, -0.455292, -6.451146], [-1.432262, -0.220496, -6.964911], [-2.976641, -1.450851, -4.764161], [-3.261568, 0.194981, -5.336295], [-3.024786, -0.110163, -3.604470], [0.015621, 1.675608, -4.950998], [-1.409542, 1.791459, -3.903636], [-1.603483, 1.782906, -5.658613], [1.479038, -2.133208, -5.721771], [1.866307, -3.182438, -4.350664], [3.113462, -2.144304, -5.042740], [1.696077, 0.519399, -5.353045], [3.280918, 0.142294, -4.675308], [2.143471, 1.095593, -3.733395], [2.256345, -2.196776, -1.991021], [2.361713, -0.439795, -1.806291], [3.588020, -1.305375, -2.747671]], "forces_ev_per_a": [[0.00, 0.93, -0.35], [0.43, -0.03, 0.21], [-0.31, 0.04, -0.05], [0.43, -0.02, -0.01], [-0.26, -0.19, 0.21], [-0.20, -0.22, 0.12], [-0.05, 0.03, -0.46], [-0.49, 0.07, 0.57], [-0.41, 0.06, -0.48], [-0.05, -0.65, -0.06], [-0.01, -0.01, -0.10], [-0.08, 0.10, 0.00], [-0.03, 0.04, 0.01], [0.08, 0.01, -0.11], [0.14, 0.03, -0.14], [0.13, 0.06, -0.09], [0.48, 0.00, 0.45], [0.03, 0.17, -0.22], [0.07, 0.09, -0.34], [0.03, -0.29, 0.10], [-0.13, 0.13, -0.05], [-0.09, 0.21, -0.31], [-0.09, -0.20, 0.28], [-0.11, -0.09, -0.04], [0.06, 0.04, 0.00], [0.01, -0.05, -0.08], [0.02, -0.06, 0.03], [-0.09, 0.02, 0.07], [0.10, -0.03, 0.10], [0.03, -0.05, 0.05], [0.06, 0.00, 0.01], [0.03, 0.04, 0.03], [0.07, -0.08, 0.00], [-0.01, -0.04, 0.04], [0.11, 0.00, 0.03], [-0.08, 0.11, -0.04], [-0.01, 0.02, -0.08], [0.02, 0.10, -0.14], [-0.07, -0.09, 0.06], [0.05, 0.01, 0.18], [0.02, -0.05, -0.02], [-0.06, -0.08, -0.08], [0.52, 0.20, -0.13], [-0.20, 0.13, 0.14], [0.99, -0.46, -0.23], [-0.20, -0.32, 0.01], [-0.04, -0.02, 0.01], [0.03, 0.03, 0.08], [-0.18, 0.19, 0.07], [0.05, 0.00, -0.01], [-0.04, -0.02, -0.06], [-0.03, 0.04, 0.03], [0.04, 0.03, -0.02], [0.00, 0.01, -0.01], [-0.01, 0.03, 0.04], [0.01, -0.02, 0.00], [-0.05, -0.04, 0.08], [-0.13, 0.05, -0.03], [-0.04, 0.04, -0.02], [0.04, -0.05, -0.03], [-0.08, 0.05, 0.07], [0.00, -0.02, -0.08], [0.04, 0.03, -0.01], [-0.05, -0.01, 0.04], [-0.12, -0.06, 0.02], [0.02, -0.06, -0.04], [0.08, 0.10, -0.01], [0.04, 0.03, -0.04], [-0.14, -0.09, 0.23], [-0.01, -0.04, 0.02], [0.01, -0.06, 0.00], [-0.44, 0.16, 0.84], [-0.06, 0.21, 0.11], [0.02, -0.01, -0.04], [-0.07, 0.04, -0.02], [0.01, 0.05, -0.15], [0.25, 0.08, 0.16], [-0.01, -0.02, -0.03], [0.03, 0.00, 0.02], [0.04, -0.04, 0.01], [0.04, -0.03, 0.05], [0.00, -0.13, -0.10], [0.01, 0.05, -0.09], [0.05, 0.08, -0.04], [-0.08, 0.00, 0.06], [0.04, -0.07, 0.08], [0.04, 0.10, 0.00], [-0.08, -0.04, -0.11], [-0.10, -0.01, 0.05], [0.01, 0.08, -0.02], [-0.10, 0.01, -0.01], [0.04, -0.05, 0.07], [0.01, 0.12, -0.02], [0.07, -0.07, 0.09], [0.04, -0.02, -0.14], [-0.12, -0.01, 0.00], [-0.08, -0.05, -0.14], [0.06, -0.04, 0.07], [0.08, -0.02, 0.08], [0.02, 0.07, -0.03], [-0.07, -0.02, 0.02], [0.08, -0.03, 0.05], [-0.06, 0.02, 0.05], [0.02, -0.11, -0.11], [0.07, 0.09, -0.09], [0.03, -0.11, -0.14], [-0.09, -0.02, 0.01]]}

{"formula": "C15H18O", "method": "ωB97M-V/def2-TZVPD", "e_above_lowest_kj_mol": 139.7, "smiles": "Cc1ccc(O)cc1.CCc1ccccc1", "elements": ["C", "C", "C", "C", "C", "C", "C", "C", "H", "H", "H", "H", "H", "H", "H", "H", "H", "H", "C", "C", "C", "C", "C", "C", "C", "O", "H", "H", "H", "H", "H", "H", "H", "H"], "coordinates": [[2.479961, 0.086217, 0.254228], [3.506000, 0.049200, -0.861291], [1.982547, -1.171800, 0.969441], [2.376299, -2.433641, 0.532722], [1.200495, -1.002951, 2.112284], [1.735308, -3.522308, 1.081766], [0.702199, -2.144778, 2.700002], [0.962752, -3.460427, 2.245006], [2.912085, 0.806294, 0.958188], [1.586699, 0.527120, -0.152599], [2.988989, -0.294041, -1.762125], [3.225680, -2.549174, -0.130293], [0.994528, 0.006461, 2.419244], [2.049828, -4.446489, 0.570871], [0.143748, -2.151037, 3.637988], [0.602256, -4.415221, 2.581083], [4.238569, -0.756054, -0.664865], [3.873763, 1.066177, -0.986337], [-1.262196, 1.570972, -3.835685], [-1.596209, 1.775471, -2.296756], [-2.942171, 1.903285, -1.937955], [-0.582857, 1.677932, -1.396745], [-3.292693, 1.851619, -0.581442], [-0.929190, 1.498366, -0.059383], [-2.259622, 1.552573, 0.300624], [-2.507940, 1.174669, 1.595672], [-1.866572, 2.149348, -4.510158], [-1.308757, 0.489497, -3.879265], [-3.712397, 2.191988, -2.644300], [0.454175, 1.788748, -1.707960], [-4.320711, 1.996440, -0.275106], [-0.252834, 1.383479, 0.791753], [-3.412545, 1.082775, 1.849324], [-0.207867, 1.871082, -3.898937]], "forces_ev_per_a": [[0.17, 0.32, 0.83], [-0.74, -1.68, -0.20], [1.68, 0.93, -0.54], [-0.68, 1.13, 0.61], [0.00, -0.96, -1.23], [1.27, -1.43, -0.15], [-0.58, -1.86, 1.85], [0.64, 1.50, -2.36], [-0.51, -0.18, 0.45], [-0.40, 0.49, -0.07], [0.24, 0.25, -0.26], [-0.50, -0.05, -0.46], [-0.25, 0.06, 0.44], [-0.55, -0.07, 0.80], [-0.05, 0.67, -0.22], [-0.47, 0.25, 0.78], [0.31, 0.96, -0.05], [0.49, -0.37, -0.22], [1.03, 0.49, 3.10], [-1.25, 0.23, -3.61], [0.23, 0.58, 1.37], [0.38, 0.00, 1.49], [0.75, -0.17, -1.08], [0.18, 0.57, 0.27], [-1.12, -0.79, 0.74], [1.33, 0.33, 0.48], [-0.38, -0.14, -0.28], [-0.19, -0.11, -0.99], [0.19, -0.39, -0.26], [-0.16, -0.38, 0.01], [0.06, -0.11, 0.19], [0.10, -0.07, -0.60], [-0.99, 0.13, -0.30], [-0.23, -0.13, -0.55]]}